Entry 1:
This record from the OMol25 dataset describes C15H15ClN3O4Pt2 as an isolated structure. The level of theory is ωB97M-V with the def2-TZVPD basis set.

XYZ file:
```
40
Properties=species:S:1:pos:R:3:forces:R:3
Pt -1.8359 -1.0615 -2.3521 -0.58 -0.59 2.88
Pt 1.8055 0.4834 -0.3909 -0.37 -1.76 0.93
Cl -0.2039 -2.8056 0.2887 0.01 -1.10 1.85
O 0.7559 -3.8459 0.3824 -0.58 0.69 -0.52
O 0.4324 -1.5136 0.5326 0.05 0.93 -0.25
O -0.7419 -2.7863 -1.1019 -0.55 1.09 -2.69
O -1.3284 -2.9954 1.1314 0.53 0.50 -0.01
N 0.7840 1.6951 1.1340 0.16 0.55 -0.41
C 1.2644 2.9595 1.2874 1.03 0.58 -0.42
C 0.9186 3.8337 2.2963 -0.65 -0.63 0.77
C 0.0061 3.3861 3.2496 -0.44 -0.07 0.25
C -0.5865 2.1437 3.0942 0.19 -0.89 -1.56
C -0.2065 1.3552 2.0081 0.45 -0.72 0.35
H 2.0169 3.2780 0.5757 0.03 -0.06 -0.07
H 1.3188 4.8209 2.4775 0.41 -0.04 -0.68
H -0.2727 3.9953 4.0999 0.13 0.13 -0.02
H -1.3572 1.6901 3.7000 0.07 0.43 0.43
H -0.6271 0.3626 1.9148 0.07 -0.04 -0.20
N -3.0303 -0.0952 -0.7728 -0.52 0.68 0.19
C -3.2701 1.2477 -0.7164 1.15 -0.11 -1.18
C -4.0463 1.8633 0.2351 0.16 -0.12 -0.29
C -4.6644 1.0924 1.2192 0.93 0.09 0.31
C -4.3615 -0.2627 1.2683 -0.73 0.73 -1.35
C -3.6231 -0.7934 0.2049 0.38 -1.98 0.60
H -2.7406 1.8015 -1.4818 -0.26 0.35 0.05
H -4.1088 2.9401 0.1637 -0.29 0.00 0.13
H -5.2484 1.5427 2.0110 -0.21 0.07 -0.17
H -4.9083 -0.8525 1.9907 0.53 -0.54 -0.03
H -3.4460 -1.8630 0.1713 -0.11 -0.05 0.09
N 2.9889 -0.9635 -1.5702 -0.09 1.21 0.58
C 3.4173 -0.5452 -2.7775 0.11 0.21 -1.00
C 4.0157 -1.3849 -3.6959 0.10 -0.40 -0.40
C 4.2830 -2.6958 -3.3598 -0.17 0.18 1.27
C 3.8868 -3.1281 -2.0790 0.55 0.12 -0.73
C 3.2859 -2.2450 -1.2026 -0.99 -0.05 -0.11
H 3.3063 0.4798 -3.1117 -0.32 0.18 0.54
H 4.2721 -1.0800 -4.7017 0.03 0.57 0.19
H 4.8529 -3.3431 -4.0118 -0.23 -0.12 -0.12
H 4.1100 -4.1644 -1.8653 -0.24 0.08 0.69
H 2.8863 -2.5461 -0.2456 0.27 -0.13 0.11
```
Positions in Å, forces in eV/Å.

The total charge is +3. The value obtained for the HOMO-LUMO gap (spin up / spin down) is 6.7 / 4.7 eV. The spin multiplicity is 5. The value obtained for the calculated total energy is -47431.2116 eV. Its expectation value of S² is 6.01. The HOMO energy (spin up / spin down) is -18.922 / -18.908 eV.


Entry 2:
This record from the OMol25 dataset describes an isolated molecule of H7NO3Si2. The level of theory is ωB97M-V with the def2-TZVPD basis set.

XYZ file:
```
13
Properties=species:S:1:pos:R:3:forces:R:3
N 1.8764 -1.0437 -0.1526 0.91 1.48 1.00
Si 0.9671 0.4394 -0.2477 -2.24 -1.97 -3.85
O 1.8759 1.6566 0.1249 0.38 2.23 -0.18
O -0.4397 0.7062 0.5045 -1.68 -1.59 0.75
Si -1.9270 -0.1464 0.5919 1.91 1.21 0.62
O -2.7020 -0.0845 -0.8400 -0.22 -0.22 -0.30
H 1.2997 -1.8499 -0.1756 -0.05 -1.03 0.06
H 2.7778 -1.1579 0.3729 -1.64 0.02 -0.73
H 0.3706 0.4954 -1.8078 1.13 -0.07 1.90
H 2.6516 1.3908 0.5555 1.95 -0.08 0.94
H -1.5806 -1.6007 1.0054 -0.58 1.09 -0.45
H -2.5929 0.6873 1.6663 -0.05 -0.78 -0.53
H -2.5768 0.5075 -1.5977 0.17 -0.28 0.76
```
Positions in Å, forces in eV/Å.

The value obtained for the HOMO-LUMO gap is 10.6 eV. The value obtained for the calculated total energy is -23506.2831 eV. As for the SMILES: N[Si@H](O)O[SiH2]O. The HOMO energy is -10.017 eV. The energy above the lowest of the compared OMol25 structures with the same formula, charge and spin comes out at 40.8 kJ/mol.


Entry 3:
This record from the OMol25 dataset describes C18H18N3Sm as an isolated structure. The level of theory is ωB97M-V with the def2-TZVPD basis set.

XYZ file:
```
40
Properties=species:S:1:pos:R:3:forces:R:3
C -2.1085 -0.8055 -2.8822 0.44 -0.20 0.18
C -2.1085 0.5210 -2.7760 0.04 -0.06 0.05
H -2.5960 -1.4383 -2.1449 -0.11 0.07 -0.12
H -1.6210 -1.3130 -3.7106 -0.13 0.06 -0.02
H -1.6210 1.1539 -3.5131 -0.14 -0.04 -0.07
H -2.5960 1.0286 -1.9475 -0.22 -0.20 -0.45
Sm 0.6840 -0.1280 -1.0862 -14.79 -0.31 2.70
C 2.3520 -1.3585 -1.8942 3.30 0.65 -0.59
C 1.9506 -0.5233 -2.9472 2.20 0.28 -1.13
C 2.6486 0.8998 -1.2428 2.74 -1.01 -0.95
C 2.6893 -0.4832 -0.7760 6.29 -0.49 -1.22
H 1.5643 -0.8472 -3.9048 -0.01 0.02 0.03
H 1.9055 1.7253 -3.1640 -0.01 -0.04 0.00
H 2.9188 1.7753 -0.6700 -0.15 0.00 0.16
C 2.1346 0.8661 -2.5472 2.09 -0.31 -1.22
H 3.0666 -0.8100 0.1854 -0.03 0.09 -0.01
H 2.3647 -2.4389 -1.8864 -0.17 -0.06 0.10
C 1.2435 -2.9450 4.2008 0.01 0.07 -0.47
C 0.1523 -2.1059 4.4132 -0.08 0.21 -0.60
C -0.3871 -1.3921 3.3471 0.17 -0.15 0.23
C 0.1633 -1.5013 2.0447 -1.16 0.18 1.37
C 1.2519 -2.3523 1.8421 0.05 -0.15 0.48
C 1.7883 -3.0733 2.9180 -0.39 0.40 -0.19
N -0.3326 -0.6671 1.0047 -0.45 0.58 0.65
N -1.3491 0.0444 1.2372 -0.29 -0.13 0.96
C -1.6531 1.2021 0.4520 0.78 1.05 -0.39
C -2.6021 2.1455 0.8770 0.13 -0.23 -0.06
C -2.6499 3.4041 0.2500 0.53 -0.60 -0.20
C -1.7313 3.7228 -0.7555 -0.01 -0.24 0.10
C -0.7946 2.7645 -1.1364 -1.37 -0.47 1.18
N -0.8155 1.5350 -0.5548 0.43 1.92 0.14
H 1.6684 -3.4889 5.0340 0.06 -0.03 -0.07
H -0.2678 -1.9915 5.4058 0.02 -0.02 -0.12
H -1.2153 -0.7241 3.5561 0.09 -0.05 -0.26
H 1.6911 -2.4521 0.8639 0.10 -0.16 -0.23
H 2.6377 -3.7223 2.7616 0.00 -0.02 -0.07
H -3.2557 1.9401 1.7143 0.01 -0.16 -0.04
H -3.3644 4.1517 0.5703 -0.04 -0.13 0.05
H -1.7361 4.6995 -1.2256 0.02 -0.08 0.08
H -0.0691 2.9839 -1.9111 0.07 -0.24 0.05
```
Positions in Å, forces in eV/Å.

The total charge is +2. The value obtained for the HOMO-LUMO gap (spin up / spin down) is 6.9 / 7.0 eV. The spin multiplicity is 6. The value obtained for the calculated total energy is -41311.4984 eV. Its expectation value of S² is 8.76. The HOMO energy (spin up / spin down) is -15.266 / -15.270 eV.